(1)
Density functional theory data (wB97M-V/def2-TZVPD) for a 8-piece molecular cluster, C56H122ClN7O8 overall at a distorted geometry.

Net charge: +6
Calculated total energy, eV: -99313.5721

The geometry in XYZ format:
```
194
C56H122ClN7O8 (wB97M-V/def2-TZVPD)
C 2.814 -0.061 -4.987
C 3.079 -1.195 -5.950
C 3.235 -0.678 -7.400
C 4.446 0.261 -7.532
C 5.689 -0.594 -7.235
C 5.778 -1.158 -5.834
N 4.422 -1.880 -5.469
O 4.401 -2.768 -4.828
C 6.001 -0.120 -4.663
C 6.774 -2.259 -5.794
C 2.022 -2.294 -5.738
H 3.353 0.844 -5.218
H 2.985 -0.321 -3.939
H 1.778 0.205 -5.104
H 2.262 -0.271 -7.616
H 3.415 -1.562 -7.979
H 4.375 1.151 -6.886
H 4.441 0.617 -8.567
H 6.603 0.019 -7.238
H 5.883 -1.424 -7.900
H 6.996 0.306 -4.799
H 5.993 -0.739 -3.769
H 5.219 0.630 -4.577
H 6.605 -2.754 -4.879
H 7.803 -1.921 -5.930
H 6.645 -2.981 -6.602
H 2.120 -3.124 -6.376
H 1.086 -1.854 -6.038
H 1.991 -2.599 -4.707
C -3.783 -6.653 0.176
C -3.753 -5.231 -0.362
C -3.054 -4.279 0.562
C -1.593 -4.534 0.670
C -0.879 -4.424 -0.696
C -1.513 -5.420 -1.651
N -2.957 -5.276 -1.682
O -3.539 -5.200 -2.779
C -1.138 -6.854 -1.310
C -1.117 -5.171 -3.111
C -5.089 -4.741 -0.795
H -2.853 -6.985 0.649
H -4.126 -7.460 -0.500
H -4.617 -6.612 0.898
H -3.457 -4.628 1.522
H -3.376 -3.267 0.436
H -1.304 -5.421 1.210
H -1.209 -3.745 1.341
H 0.183 -4.653 -0.590
H -1.084 -3.454 -1.119
H -1.397 -7.553 -2.091
H -1.235 -7.317 -0.356
H -0.084 -6.684 -1.512
H -1.466 -4.188 -3.351
H -1.541 -5.923 -3.776
H -0.047 -5.137 -3.118
H -5.028 -3.739 -1.238
H -5.627 -4.501 0.114
H -5.641 -5.424 -1.439
C 2.071 5.800 2.306
C 1.391 4.918 1.219
C 1.552 3.438 1.541
C 0.918 3.065 2.838
C -0.571 3.228 2.758
C -1.019 4.632 2.412
N -0.088 5.118 1.324
O -0.655 6.009 0.490
C -0.872 5.668 3.576
C -2.402 4.652 1.819
C 1.851 5.327 -0.082
H 2.071 6.884 2.146
H 3.156 5.570 2.201
H 1.866 5.567 3.355
H 2.632 3.327 1.478
H 1.062 2.924 0.703
H 1.288 3.655 3.690
H 1.054 2.018 3.083
H -0.996 2.955 3.722
H -1.052 2.513 2.040
H 0.052 5.598 4.097
H -1.731 5.385 4.202
H -1.006 6.684 3.232
H -2.569 4.077 0.904
H -2.719 5.675 1.615
H -3.081 4.215 2.557
H 2.901 5.074 -0.057
H 1.708 6.411 -0.237
H 1.358 4.791 -0.931
C 4.325 -3.065 1.778
C 5.789 -3.228 1.850
C 6.142 -4.656 2.194
C 7.626 -4.900 1.976
C 8.055 -4.775 0.533
C 7.636 -3.431 -0.117
N 6.227 -3.145 0.356
O 5.460 -2.521 -0.555
C 7.563 -3.519 -1.605
C 8.514 -2.255 0.293
C 6.443 -2.105 2.670
H 4.150 -2.202 1.132
H 3.944 -2.931 2.783
H 3.829 -3.928 1.315
H 5.480 -5.346 1.683
H 6.022 -4.662 3.278
H 7.906 -5.898 2.364
H 8.158 -4.243 2.657
H 7.766 -5.583 -0.146
H 9.175 -4.708 0.492
H 7.530 -2.593 -2.157
H 6.901 -4.276 -2.045
H 8.576 -3.847 -1.848
H 9.486 -2.428 -0.136
H 8.684 -2.230 1.337
H 8.098 -1.308 -0.053
H 5.893 -1.237 2.339
H 7.487 -2.076 2.443
H 6.292 -2.323 3.737
C 1.033 -0.619 -0.118
O -0.314 -1.116 -0.201
C -0.911 -0.738 -1.411
C -2.362 -0.554 -1.103
N -2.456 0.614 -0.226
H -2.058 0.441 0.717
H -1.963 1.452 -0.663
C -3.883 0.944 -0.026
C -4.428 0.350 1.293
O -3.330 0.174 2.188
C -3.688 -0.118 3.540
H 1.026 0.447 -0.322
H 1.742 -1.098 -0.789
H 1.307 -0.803 0.912
H -0.711 -1.461 -2.210
H -0.487 0.204 -1.760
H -2.818 -1.405 -0.652
H -2.891 -0.230 -2.011
H -4.495 0.804 -0.922
H -3.824 2.014 0.131
H -5.038 -0.519 1.174
H -5.078 1.148 1.695
H -3.177 0.662 4.113
H -3.391 -1.101 3.877
H -4.781 -0.036 3.687
C -5.136 0.010 7.935
O -4.610 0.781 8.976
C -4.932 0.293 10.262
C -4.318 1.149 11.295
N -4.892 2.582 11.298
H -4.894 3.036 10.364
H -5.878 2.558 11.495
C -4.219 3.573 12.277
C -3.227 4.373 11.463
O -3.856 4.928 10.312
C -2.975 5.726 9.553
H -6.150 -0.338 8.105
H -4.505 -0.903 7.751
H -5.128 0.637 7.044
H -4.603 -0.749 10.443
H -6.035 0.224 10.333
H -3.274 1.334 11.133
H -4.461 0.701 12.274
H -3.729 3.060 13.125
H -5.067 4.155 12.653
H -2.406 3.725 11.127
H -2.766 5.087 12.162
H -2.329 5.123 8.944
H -2.380 6.444 10.120
H -3.585 6.295 8.885
C -4.948 4.022 -2.710
C -4.624 2.992 -3.776
C -4.368 3.733 -5.112
N -3.781 2.980 -6.307
C -4.866 2.069 -6.725
C -2.476 2.233 -5.866
C -1.710 2.080 -7.257
C -2.412 3.008 -8.250
C -3.322 3.864 -7.438
H -4.167 4.763 -2.685
H -5.161 3.496 -1.786
H -5.913 4.500 -3.018
H -5.382 2.258 -4.038
H -3.685 2.475 -3.599
H -3.622 4.491 -5.006
H -5.285 4.197 -5.470
H -5.712 2.609 -7.159
H -5.164 1.477 -5.879
H -4.603 1.337 -7.478
H -2.729 1.309 -5.386
H -1.969 2.952 -5.251
H -1.774 1.065 -7.616
H -0.641 2.251 -7.142
H -2.922 2.401 -9.007
H -1.700 3.636 -8.809
H -4.210 4.310 -7.916
H -2.628 4.641 -7.014
Cl -1.111 2.825 -1.636
```


(2)
Density functional theory data (wB97M-V/def2-TZVPD) for a 9-piece molecular cluster, C56H126N4O14 overall at a distorted geometry.

Calculated total energy, eV: -94731.2617
Energy above the lowest of the compared OMol25 structures with the same formula, charge and spin, eV: 0.000

The geometry in XYZ format:
```
200
C56H126N4O14 (wB97M-V/def2-TZVPD)
C 6.155 -5.873 -6.433
C 5.177 -4.940 -7.146
C 5.993 -3.775 -7.749
C 4.516 -5.746 -8.249
C 3.295 -5.070 -8.844
C 2.324 -4.613 -7.767
C 2.953 -3.871 -6.598
C 3.168 -2.412 -7.003
C 1.995 -3.878 -5.417
N 4.171 -4.532 -6.174
O 4.807 -3.771 -5.137
H 6.695 -5.361 -5.635
H 5.639 -6.733 -5.995
H 6.898 -6.283 -7.122
H 6.346 -3.102 -6.973
H 6.846 -4.176 -8.300
H 5.386 -3.227 -8.469
H 5.232 -5.987 -9.037
H 4.200 -6.721 -7.855
H 3.588 -4.261 -9.519
H 2.782 -5.812 -9.465
H 1.774 -5.484 -7.392
H 1.565 -3.945 -8.182
H 2.194 -1.916 -7.089
H 3.632 -2.296 -7.984
H 3.732 -1.862 -6.252
H 2.203 -4.785 -4.836
H 0.939 -3.844 -5.684
H 2.206 -3.086 -4.692
H 4.591 -4.306 -4.352
C -4.768 2.344 9.672
C -4.936 1.385 8.507
C -4.191 0.074 8.859
C -6.412 1.168 8.288
C -6.783 0.477 6.986
C -6.160 1.209 5.798
C -4.677 1.550 5.961
C -3.800 0.349 5.596
C -4.354 2.677 4.994
N -4.410 2.041 7.316
O -3.062 2.433 7.487
H -5.474 2.127 10.471
H -3.742 2.385 10.033
H -4.997 3.355 9.309
H -4.702 -0.824 8.510
H -3.147 0.122 8.558
H -4.169 -0.030 9.951
H -6.903 0.738 9.166
H -6.848 2.182 8.250
H -6.465 -0.569 7.015
H -7.873 0.475 6.929
H -6.744 2.060 5.449
H -6.174 0.492 4.967
H -3.819 -0.407 6.385
H -2.752 0.658 5.543
H -4.089 -0.146 4.669
H -4.471 2.286 3.978
H -3.331 3.034 5.097
H -5.023 3.535 5.087
H -3.116 3.391 7.561
C -6.074 5.539 2.262
C -5.379 5.065 1.006
C -5.389 3.529 0.973
C -6.174 5.593 -0.189
C -5.393 5.643 -1.493
C -4.047 6.320 -1.337
C -3.200 5.788 -0.186
C -2.469 4.516 -0.637
C -2.150 6.844 0.105
N -4.044 5.654 0.977
O -3.287 5.315 2.137
H -6.105 6.625 2.343
H -7.066 5.088 2.345
H -5.538 5.183 3.149
H -6.305 3.154 0.520
H -4.571 3.166 0.357
H -5.246 3.093 1.962
H -7.050 4.950 -0.318
H -6.626 6.562 0.055
H -5.285 4.615 -1.852
H -5.998 6.137 -2.256
H -4.195 7.397 -1.220
H -3.521 6.149 -2.282
H -2.011 3.923 0.162
H -1.651 4.727 -1.326
H -3.128 3.795 -1.133
H -1.426 6.458 0.826
H -2.637 7.726 0.525
H -1.608 7.106 -0.803
H -3.204 6.151 2.609
C 4.459 -1.685 -0.053
C 5.193 -0.480 0.532
C 6.667 -0.818 0.720
C 5.008 0.668 -0.441
C 5.196 2.072 0.155
C 4.335 2.229 1.392
C 4.646 1.132 2.418
C 6.005 1.359 3.056
C 3.595 1.222 3.510
N 4.487 -0.167 1.769
O 4.756 -1.209 2.706
H 3.390 -1.505 0.043
H 4.709 -1.811 -1.111
H 4.672 -2.627 0.458
H 6.860 -1.274 1.688
H 6.967 -1.522 -0.066
H 7.360 0.017 0.579
H 5.724 0.594 -1.267
H 4.015 0.628 -0.904
H 6.242 2.177 0.444
H 4.941 2.770 -0.641
H 3.263 2.275 1.186
H 4.620 3.187 1.843
H 6.853 1.391 2.376
H 6.209 0.616 3.830
H 5.998 2.318 3.590
H 3.538 2.233 3.913
H 3.866 0.557 4.339
H 2.619 0.863 3.176
H 3.884 -1.548 2.944
C 6.001 -5.318 -2.469
O 4.623 -5.365 -2.764
C 3.837 -5.276 -1.606
C 2.518 -5.965 -1.912
O 1.765 -6.118 -0.740
C 0.428 -6.410 -0.995
H 6.503 -5.440 -3.432
H 6.273 -6.236 -1.932
H 6.326 -4.419 -1.951
H 3.683 -4.259 -1.220
H 4.309 -5.796 -0.758
H 2.755 -6.928 -2.385
H 1.982 -5.352 -2.655
H -0.047 -6.658 -0.048
H 0.305 -7.285 -1.650
H -0.076 -5.552 -1.459
C -1.423 -3.563 1.595
O -0.493 -3.579 2.653
C -0.269 -2.285 3.142
C 0.708 -2.333 4.278
O 1.970 -2.795 3.800
C 2.875 -3.002 4.831
H -2.301 -2.942 1.834
H -1.706 -4.589 1.379
H -0.996 -3.112 0.682
H -1.214 -1.877 3.523
H 0.121 -1.657 2.343
H 0.331 -2.960 5.095
H 0.868 -1.300 4.627
H 3.886 -3.026 4.420
H 2.710 -3.906 5.429
H 2.901 -2.160 5.546
C -6.486 -2.385 -3.988
O -6.102 -1.149 -4.542
C -5.602 -0.237 -3.626
C -4.207 -0.509 -3.132
O -4.226 -1.562 -2.210
C -2.967 -1.763 -1.609
H -7.062 -2.912 -4.745
H -7.151 -2.242 -3.122
H -5.625 -2.958 -3.650
H -6.244 -0.147 -2.732
H -5.647 0.741 -4.103
H -3.797 0.400 -2.654
H -3.538 -0.760 -3.971
H -2.560 -0.825 -1.215
H -2.236 -2.059 -2.375
H -3.066 -2.500 -0.823
C -2.050 0.867 1.553
O -1.042 -0.042 1.094
C -0.112 0.554 0.239
C 0.780 -0.512 -0.345
O 0.133 -1.267 -1.340
C 0.981 -2.261 -1.921
H -2.716 1.107 0.715
H -1.629 1.790 1.957
H -2.656 0.297 2.254
H 0.525 1.263 0.785
H -0.620 1.072 -0.587
H 1.137 -1.190 0.447
H 1.682 -0.024 -0.749
H 0.467 -2.600 -2.812
H 1.268 -3.029 -1.191
H 1.924 -1.753 -2.187
C 1.825 2.784 -1.937
O 0.810 3.359 -1.155
C 1.137 4.591 -0.603
C 1.137 5.776 -1.527
O 2.170 5.660 -2.484
C 2.215 6.751 -3.378
H 1.466 1.818 -2.298
H 2.752 2.597 -1.377
H 2.058 3.397 -2.809
H 2.114 4.498 -0.094
H 0.479 4.835 0.239
H 1.385 6.644 -0.891
H 0.135 5.884 -1.961
H 2.490 7.681 -2.864
H 1.245 6.903 -3.865
H 2.967 6.506 -4.123
```


Question: calculated total energy of number 2 (C56H126N4O14)?
Answer: -94731.2617 eV


Question: calculated total energy of number 1 (C56H122ClN7O8)?
Answer: -99313.5721 eV


Question: Which of these has the highest calculated total energy?
Answer: C56H126N4O14


Question: Which of these has the highest calculated total energy?
Answer: C56H126N4O14